The following is a DFT calculation (wB97M-V/def2-TZVPD) of a cluster of 2 separate species, CH7N2O in total.

Structure (ORCA input):
```
! RIJCOSX wB97M-V def2-TZVPD def2/J DEFGRID3
* xyz -1 1
N -0.521 2.641 1.708
H 0.380 2.974 1.378
H -0.996 2.375 0.862
H -0.366 1.729 2.132
N -0.691 -1.838 -0.327
C 0.216 -0.935 -1.145
O 1.099 -0.179 -0.533
H -1.159 -1.232 0.348
H -0.114 -2.398 0.303
H -0.557 -0.398 -1.774
H 0.712 -1.723 -1.785
*
```

Computed properties:
LUMO energy: 4.5358 eV
energy relative to the best compared isomer or geometry (same formula, charge and spin): 0.383 eV
HOMO level: -2.436 eV

The following is a DFT calculation (wB97M-V/def2-TZVPD) of a cluster of 2 separate species, C2H3P in total at a distorted geometry.

Structure (ORCA input):
```
! RIJCOSX wB97M-V def2-TZVPD def2/J DEFGRID3
* xyz 0 1
C -1.560 0.442 -0.210
C -0.405 0.166 -0.352
P 1.317 0.052 -0.354
H -2.640 0.620 -0.355
H 1.622 -1.657 0.351
H 1.667 0.377 0.919
*
```

Computed properties:
LUMO energy: 0.1200 eV
energy relative to the best compared isomer or geometry (same formula, charge and spin): 1.326 eV
HOMO level: -9.527 eV

The following is a DFT calculation (wB97M-V/def2-TZVPD) of a cluster of 7 separate species, H14O6S in total at a distorted geometry.

Structure (ORCA input):
```
! RIJCOSX wB97M-V def2-TZVPD def2/J DEFGRID3
* xyz 0 1
O 0.195 -1.957 -0.777
H 0.528 -1.989 0.143
H -0.378 -2.695 -0.586
O 0.515 2.228 -0.668
H 0.794 1.371 -1.016
H 0.863 2.990 -1.098
O 0.575 -0.181 -2.921
H 0.717 -0.903 -2.293
H -0.327 -0.288 -3.279
O -3.662 2.216 -0.278
H -3.478 2.855 0.440
H -4.190 2.754 -0.847
O 0.507 -1.499 2.437
H 0.205 -1.193 3.295
H 0.089 -0.825 1.856
O -1.303 -0.166 0.945
H -2.035 -0.679 0.537
H -1.562 0.719 0.617
S 4.321 -0.664 1.632
H 3.154 -0.340 1.033
H 4.472 -1.752 0.828
*
```

Computed properties:
LUMO energy: 0.3235 eV
energy relative to the best compared isomer or geometry (same formula, charge and spin): 1.295 eV
HOMO level: -9.370 eV
structure (SMILES): O.O.O.O.O.O.S

The following is a DFT calculation (wB97M-V/def2-TZVPD) of a cluster of 3 separate species, C42H81BCl2FI2N4O9P in total.

Structure (ORCA input):
```
! RIJCOSX wB97M-V def2-TZVPD def2/J DEFGRID3
* xyz 0 3
C -0.931 -6.349 6.396
O -0.074 -6.601 5.296
C -0.754 -6.561 4.047
C -0.826 -5.144 3.438
C -0.212 -5.092 2.028
C -0.023 -3.679 1.449
C 1.420 -3.170 1.516
C 1.605 -1.845 0.776
C 0.862 -0.640 1.376
C 1.715 0.143 2.380
C 1.071 1.468 2.877
O 0.547 2.194 1.752
C 1.405 2.776 0.803
C 1.616 4.304 0.999
B 3.127 4.751 0.963
O 3.975 4.293 -0.066
O 3.618 5.624 1.896
C 0.738 2.552 -0.564
O -0.369 2.118 -0.726
N 1.529 3.001 -1.642
C 1.095 2.573 -2.917
O 0.361 3.129 -3.630
F 1.686 1.401 -3.260
C -0.208 1.146 3.713
C 0.011 0.433 5.057
C 0.373 -1.076 4.979
C 1.744 -1.431 5.550
I 1.719 -1.553 7.674
N -1.129 2.275 3.787
C -2.222 2.209 2.832
C -3.162 0.984 2.996
C -3.392 0.298 1.650
I -4.310 -1.611 1.865
C -1.378 2.967 5.028
C -2.610 2.533 5.869
C -2.325 2.640 7.368
Cl -4.033 3.578 5.477
P 2.561 2.400 3.582
O 3.035 1.427 4.814
Cl 1.683 3.887 4.713
H -1.419 -5.364 6.315
H -0.319 -6.370 7.302
H -1.711 -7.122 6.469
H -1.766 -6.977 4.173
H -0.199 -7.227 3.375
H -1.880 -4.838 3.368
H -0.316 -4.449 4.120
H -0.887 -5.647 1.358
H 0.742 -5.639 2.025
H -0.315 -3.702 0.389
H -0.709 -2.988 1.962
H 2.047 -3.914 0.997
H 1.789 -3.142 2.553
H 1.249 -2.008 -0.254
H 2.678 -1.603 0.708
H -0.078 -0.991 1.824
H 0.578 0.035 0.564
H 2.040 -0.474 3.230
H 2.651 0.407 1.852
H 2.378 2.260 0.763
H 1.114 4.825 0.167
H 1.099 4.625 1.908
H 4.600 3.622 0.236
H 4.461 6.000 1.610
H 2.521 2.833 -1.489
H -0.704 0.394 3.076
H 0.718 0.961 5.713
H -0.950 0.501 5.578
H 0.322 -1.451 3.943
H -0.397 -1.631 5.531
H 2.491 -0.677 5.284
H 2.105 -2.397 5.185
H -2.801 3.140 2.895
H -1.795 2.190 1.820
H -4.123 1.256 3.449
H -2.692 0.251 3.668
H -2.447 0.145 1.119
H -4.043 0.888 0.996
H -0.501 2.894 5.680
H -1.502 4.043 4.820
H -2.911 1.512 5.620
H -1.851 3.598 7.607
H -1.648 1.822 7.657
H -3.243 2.520 7.949
H 2.573 1.624 5.643
C -5.871 -1.882 -2.457
C -5.092 -3.102 -3.003
C -5.473 -3.414 -4.456
C -6.857 -4.034 -4.614
C -6.994 -5.273 -3.731
C -6.679 -4.993 -2.259
N -5.336 -4.325 -2.171
O -4.364 -5.166 -2.217
C -7.796 -4.143 -1.636
C -6.609 -6.297 -1.472
C -3.604 -2.767 -2.941
H -6.588 -1.485 -3.177
H -6.404 -2.109 -1.540
H -5.180 -1.077 -2.205
H -4.731 -4.105 -4.868
H -5.397 -2.488 -5.033
H -7.636 -3.304 -4.376
H -7.012 -4.313 -5.658
H -8.007 -5.680 -3.793
H -6.315 -6.050 -4.096
H -7.525 -3.825 -0.628
H -8.697 -4.753 -1.564
H -8.052 -3.262 -2.218
H -5.907 -7.000 -1.913
H -7.599 -6.755 -1.463
H -6.304 -6.112 -0.441
H -3.282 -2.625 -1.908
H -3.441 -1.836 -3.487
H -2.990 -3.545 -3.389
C 4.232 2.755 -5.363
C 4.786 4.150 -4.991
C 4.411 5.202 -6.044
C 5.183 5.070 -7.352
C 6.687 5.065 -7.090
C 7.115 3.986 -6.090
N 6.280 4.121 -4.847
O 6.724 5.029 -4.052
C 6.990 2.598 -6.734
C 8.576 4.174 -5.696
C 4.187 4.566 -3.652
H 3.722 2.756 -6.327
H 5.008 1.997 -5.394
H 3.514 2.419 -4.617
H 4.603 6.195 -5.625
H 3.335 5.136 -6.220
H 4.882 4.165 -7.888
H 4.931 5.907 -8.005
H 7.240 4.906 -8.019
H 6.987 6.044 -6.704
H 7.166 1.812 -5.998
H 7.751 2.507 -7.509
H 6.028 2.420 -7.207
H 8.771 5.176 -5.324
H 9.200 4.004 -6.575
H 8.865 3.460 -4.923
H 4.510 3.901 -2.848
H 3.096 4.536 -3.714
H 4.472 5.580 -3.382
*
```

Computed properties:
LUMO energy (spin up / spin down): 0.0034 / -0.0005 eV
HOMO level (spin up / spin down): -8.026 / -8.244 eV
<S²>: 2.01

The following is a DFT calculation (wB97M-V/def2-TZVPD) of a structure of composition C32H35BaF6N7O6S3 at a distorted geometry.

Structure (ORCA input):
```
! RIJCOSX wB97M-V def2-TZVPD def2/J DEFGRID3
* xyz 0 1
Ba -0.723 1.697 0.832
C -2.900 0.297 3.671
C -1.618 -0.415 3.939
C -1.350 -0.880 5.229
C -0.161 -1.530 5.485
C 0.725 -1.724 4.438
C 0.387 -1.233 3.184
N -0.758 -0.594 2.932
C 1.351 -1.428 2.070
C 1.834 -2.703 1.789
C 2.810 -2.847 0.819
C 3.281 -1.714 0.180
C 2.737 -0.479 0.519
N 1.783 -0.341 1.437
C 3.267 0.759 -0.110
C 4.638 0.986 -0.105
C 5.121 2.152 -0.678
C 4.219 3.031 -1.243
C 2.855 2.734 -1.198
C 1.858 3.708 -1.756
N 2.395 1.616 -0.638
H -3.689 -0.043 4.338
H -3.214 0.160 2.638
H -2.759 1.360 3.850
H -2.077 -0.719 6.013
H 0.072 -1.887 6.480
H 1.675 -2.217 4.593
H 1.461 -3.562 2.331
H 3.207 -3.823 0.572
H 4.053 -1.782 -0.575
H 5.308 0.278 0.365
H 6.179 2.377 -0.670
H 4.554 3.952 -1.703
H 1.860 4.622 -1.157
H 0.853 3.294 -1.736
H 2.126 3.984 -2.776
F -4.494 5.081 1.160
C -3.181 5.211 1.044
F -2.884 5.547 -0.207
F -2.752 6.157 1.866
S -2.384 3.616 1.515
O -2.833 2.653 0.560
O -2.745 3.405 2.880
N -0.849 3.914 1.360
S -0.151 3.613 2.743
O -0.132 2.197 2.985
O -0.437 4.513 3.801
C 1.617 4.038 2.342
F 2.286 3.044 1.766
F 1.680 5.099 1.537
F 2.223 4.330 3.485
N -1.602 3.568 -2.134
H -1.629 4.051 -3.024
H -2.473 3.775 -1.660
H -1.652 2.565 -2.327
C 1.446 -2.961 -6.388
C 0.937 -2.206 -5.189
C 0.695 -0.842 -5.253
C 0.196 -0.133 -4.167
C -0.037 1.347 -4.323
C -0.063 -0.804 -2.964
C 0.204 -2.178 -2.876
C -0.068 -2.981 -1.623
C 0.690 -2.855 -3.989
C -0.652 -0.037 -1.789
O -1.656 0.675 -1.980
O -0.087 -0.156 -0.661
H 1.658 -2.282 -7.214
H 0.704 -3.687 -6.728
H 2.359 -3.508 -6.147
H 0.897 -0.308 -6.176
H 0.497 1.724 -5.196
H 0.294 1.886 -3.438
H -1.102 1.545 -4.455
H -0.109 -2.327 -0.757
H 0.718 -3.725 -1.478
H -1.019 -3.512 -1.727
H 0.879 -3.921 -3.910
S -3.866 -1.533 0.776
C -3.392 -3.076 1.116
N -2.142 -3.569 1.007
C -2.050 -4.990 1.289
C -3.522 -5.376 1.545
N -4.191 -4.082 1.557
H -1.375 -2.978 0.738
H -1.427 -5.183 2.166
H -1.631 -5.535 0.442
H -3.648 -5.888 2.499
H -3.913 -6.023 0.756
H -5.187 -3.983 1.488
*
```

Computed properties:
LUMO energy: 0.3876 eV
energy relative to the best compared isomer or geometry (same formula, charge and spin): 5.169 eV
HOMO level: -7.994 eV

The following is a DFT calculation (wB97M-V/def2-TZVPD) of the molecule C14H18O at a distorted geometry.

Structure (ORCA input):
```
! RIJCOSX wB97M-V def2-TZVPD def2/J DEFGRID3
* xyz 0 1
C -2.275 -1.077 3.488
C -1.367 -0.300 2.949
C -0.632 0.481 2.251
C 0.828 0.368 2.040
C 1.156 0.514 0.517
C 2.649 0.465 0.406
C 3.222 -0.721 0.529
C 2.492 -1.957 0.380
C 1.227 -1.899 -0.063
C 0.530 -0.662 -0.248
C -0.514 -0.359 -0.980
C -1.248 -1.326 -1.916
O -1.230 0.924 -0.840
C -1.824 1.684 -1.923
C -0.723 2.395 -2.707
H -2.572 -2.043 2.832
H -2.628 -1.068 4.500
H -1.118 1.320 1.797
H 1.358 1.304 2.343
H 1.261 -0.568 2.459
H 0.608 1.483 0.213
H 3.225 1.380 0.285
H 4.218 -0.872 0.413
H 3.046 -2.897 0.509
H 0.631 -2.812 -0.303
H -0.880 -2.235 -1.506
H -2.286 -1.255 -1.651
H -1.115 -1.254 -2.956
H -2.308 1.110 -2.669
H -2.507 2.217 -1.364
H 0.264 1.935 -2.476
H -0.893 2.165 -3.734
H -0.593 3.562 -2.577
*
```

Computed properties:
LUMO energy: 0.5451 eV
energy relative to the best compared isomer or geometry (same formula, charge and spin): 4.138 eV
HOMO level: -7.766 eV
structure (SMILES): C=C=CC[C@H]1C=CC=C/C1=C(\C)OCC

The following is a DFT calculation (wB97M-V/def2-TZVPD) of the molecule C4H11NO3 at a distorted geometry.

Structure (ORCA input):
```
! RIJCOSX wB97M-V def2-TZVPD def2/J DEFGRID3
* xyz 0 1
C -1.698 -0.069 0.585
C -0.406 0.478 0.010
O -0.076 1.789 0.916
N 0.724 2.784 0.259
C 0.838 -0.301 0.190
O 1.162 -0.655 1.504
C 0.484 -1.692 -0.749
O 0.174 -1.375 -2.082
H -1.543 -0.754 1.424
H -2.315 0.749 0.968
H -2.261 -0.605 -0.183
H -0.537 0.875 -0.999
H 1.686 2.568 0.530
H 0.655 2.618 -0.747
H 1.708 0.145 -0.292
H 0.762 0.004 2.098
H 1.427 -2.245 -0.741
H -0.247 -2.363 -0.289
H -0.536 -1.952 -2.401
*
```

Computed properties:
LUMO energy: 0.6857 eV
energy relative to the best compared isomer or geometry (same formula, charge and spin): 4.300 eV
HOMO level: -8.993 eV
structure (SMILES): C[C@@H](ON)[C@@H](O)CO

The following is a DFT calculation (wB97M-V/def2-TZVPD) of the molecule C5H13N3 at a distorted geometry.

Structure (ORCA input):
```
! RIJCOSX wB97M-V def2-TZVPD def2/J DEFGRID3
* xyz 0 1
C 1.708 1.047 -0.228
C 1.370 -1.408 0.198
C -2.302 -0.852 -1.428
N 0.846 0.088 0.482
C -0.565 0.166 -0.048
C -0.958 -0.864 -0.763
N 0.942 0.424 1.877
N -1.155 1.400 0.464
H 0.981 -0.433 2.435
H 0.069 0.894 2.138
H -1.094 2.151 -0.219
H -2.137 1.264 0.670
H 2.734 0.963 0.135
H 1.342 2.058 -0.047
H 1.668 0.831 -1.293
H -2.921 0.046 -1.247
H 1.336 -1.653 -0.856
H 0.789 -2.102 0.793
H 2.397 -1.356 0.556
H -2.883 -1.722 -1.106
H -2.165 -0.941 -2.512
*
```

Computed properties:
LUMO energy: 0.8582 eV
energy relative to the best compared isomer or geometry (same formula, charge and spin): 4.845 eV
HOMO level: -6.354 eV